[1]
Density functional theory data (ωB97M-V/def2-TZVPD) for one molecule with the formula C3H3NO2 at a distorted geometry.

Each line ends with the Mulliken charge.
Positions of all 9 atoms, in Å:
1 O -1.832 -0.205 -0.052  -0.50
2 C -0.515 -0.157 0.012  0.79
3 C 0.330 1.023 0.000  -0.32
4 N 1.596 0.704 -0.024  -0.35
5 O 1.672 -0.645 -0.053  -0.17
6 C 0.447 -1.184 0.014  -0.53
7 H -2.174 0.679 -0.010  0.31
8 H 0.060 2.066 0.045  0.36
9 H 0.416 -2.281 0.068  0.41

SMILES string ... Oc1cnoc1
Relative energy (zero: lowest compared OMol25 entry of this formula, charge and spin) ... 263.0 kJ/mol
Kohn-Sham gap ... 9.6 eV

---

[2]
Density functional theory data (ωB97M-V/def2-TZVPD) for C3H4LuO4 as an isolated structure at a distorted geometry.

Each line ends with the Mulliken charge.
Positions of all 12 atoms, in Å:
1 O -0.251 -1.760 -1.110  -0.08
2 C 0.576 -0.768 -1.309  0.67
3 C -1.542 -1.284 -1.331  -0.32
4 O 1.793 -0.867 -1.170  -0.28
5 O -0.069 0.347 -1.542  -0.22
6 C -1.430 0.038 -1.642  0.13
7 Lu 3.858 0.075 -1.179  1.56
8 H -2.288 -2.022 -1.606  0.45
9 H -2.059 0.704 -2.234  0.46
10 H -2.770 -0.537 0.470  0.48
11 O -2.794 0.478 0.746  -0.31
12 H -3.412 0.955 0.184  0.45

Relative energy (zero: lowest compared OMol25 entry of this formula, charge and spin) ... 0.0 kJ/mol
Charge ... +3
Kohn-Sham gap (spin up / spin down) ... 9.8 / 3.7 eV

---

[3]
Density functional theory data (ωB97M-V/def2-TZVPD) for an isolated ion of composition C5H11N4 and charge +1 at a distorted geometry.

Each line ends with the Mulliken charge.
Positions of all 20 atoms, in Å:
1 C 1.220 1.429 0.609  -0.65
2 C 2.056 0.813 -0.527  -0.74
3 C -2.286 -0.655 0.367  -0.29
4 C -0.449 0.087 -0.877  -0.58
5 C 0.736 0.166 -0.078  0.59
6 N -2.631 0.785 0.350  -0.12
7 N -1.844 1.516 -0.201  -0.14
8 N 1.016 -1.206 0.626  -0.17
9 N -1.401 -0.896 -0.746  -0.33
10 H 1.706 1.480 1.509  0.35
11 H 0.635 2.281 0.264  0.28
12 H 2.193 1.278 -1.516  0.27
13 H 2.888 0.121 -0.321  0.24
14 H -1.807 -0.700 1.331  0.20
15 H -3.054 -1.485 0.286  0.39
16 H -0.286 0.533 -1.826  0.44
17 H 0.819 -1.219 1.682  0.38
18 H 1.993 -1.322 0.362  0.34
19 H 0.335 -1.822 0.229  0.32
20 H -1.840 -1.183 -1.523  0.21

Relative energy (zero: lowest compared OMol25 entry of this formula, charge and spin) ... 471.4 kJ/mol
Charge ... +1
Kohn-Sham gap ... 8.4 eV

---

| no. | total energy (Eh) |
| --- | --- |
| 1 | -321.2775 |
| 2 | -1651.8262 |
| 3 | -415.7437 |